Below is C3H4Ag5Br2O3 as an isolated structure, with properties calculated with ωB97M-V/def2-TZVPD.

* Kohn-Sham gap: 3.87 eV
* net charge: +3
* DFT total energy: -6224.06549 a.u.

Each line ends with the Löwdin charge.
Positions of all 17 atoms, in Å:
Ag (-3.212, -1.161, 2.277)  0.920
Ag (-3.764, 1.941, 0.736)  0.895
Ag (-0.721, -0.065, 4.276)  0.908
Ag (-0.573, 2.755, 1.954)  0.885
Ag (0.910, -2.253, 1.590)  0.774
C (-0.879, -0.101, 1.073)  -1.136
O (-0.015, 0.110, 1.919)  -0.174
O (-1.189, -1.238, 0.850)  -0.076
O (-1.683, 0.847, 0.766)  -0.220
Br (0.905, 2.106, -2.560)  0.612
C (0.832, 0.111, -2.375)  -0.638
C (1.998, -0.342, -1.478)  -0.633
Br (1.977, -2.319, -1.310)  0.690
H (0.939, -0.320, -3.371)  0.068
H (-0.157, -0.073, -1.954)  0.035
H (1.698, -0.007, -0.485)  0.013
H (2.936, 0.009, -1.908)  0.077

Below is C22H27Cl2F24GaNO4 as an isolated structure, with properties calculated with ωB97M-V/def2-TZVPD.

* Kohn-Sham gap: 7.78 eV
* net charge: -1
* DFT total energy: -6452.36303 a.u.

Each line ends with the Löwdin charge.
Positions of all 81 atoms, in Å:
C (1.783, -0.955, 1.700)  -0.016
C (2.348, -0.014, 0.657)  -0.486
O (2.747, -0.487, -0.396)  0.034
N (2.479, 1.357, 0.895)  -0.082
C (3.841, 1.843, 0.626)  -0.050
C (1.857, 1.941, 2.094)  -0.184
C (0.382, 2.337, 1.930)  -0.197
C (-0.661, 1.332, 2.432)  -0.300
C (-1.987, 1.619, 1.683)  -0.321
Ga (-1.957, 1.166, -0.269)  -0.164
Cl (-1.019, 2.819, -1.529)  0.081
Cl (-0.864, -0.789, -0.599)  0.174
H (2.381, -1.868, 1.619)  0.086
H (1.830, -0.596, 2.727)  0.062
H (0.759, -1.218, 1.418)  0.026
H (3.829, 2.624, -0.143)  0.087
H (4.458, 1.033, 0.228)  0.081
H (4.297, 2.242, 1.536)  0.077
H (2.406, 2.871, 2.275)  0.107
H (2.008, 1.323, 2.987)  0.107
H (0.256, 3.251, 2.526)  0.111
H (0.219, 2.621, 0.887)  0.052
H (-0.362, 0.285, 2.329)  0.065
H (-0.832, 1.505, 3.505)  0.083
H (-2.216, 2.680, 1.851)  0.055
H (-2.810, 1.039, 2.117)  0.022
H (-3.434, 0.987, -0.837)  -0.089
C (0.839, 3.303, -6.866)  -0.053
C (0.407, 4.526, -7.690)  -0.440
C (1.448, 5.617, -7.963)  -0.313
F (1.878, 6.196, -6.831)  0.101
F (0.878, 6.576, -8.734)  0.086
F (-0.711, 5.076, -7.179)  0.140
F (0.096, 4.042, -8.935)  0.087
O (0.507, 3.256, -5.500)  0.055
C (1.314, 3.782, -4.518)  -0.544
C (0.612, 4.907, -3.748)  -0.300
F (0.245, 5.896, -4.601)  0.082
F (1.491, 5.431, -2.861)  0.088
F (2.505, 4.194, -5.017)  0.132
F (1.573, 2.803, -3.642)  0.147
H (0.267, 2.483, -7.299)  0.149
H (1.892, 3.072, -7.037)  0.146
H (2.301, 5.199, -8.505)  0.169
H (-0.267, 4.532, -3.223)  0.083
C (3.119, -5.565, -0.834)  -0.059
C (1.913, -6.495, -0.629)  -0.440
C (1.321, -7.190, -1.859)  -0.315
F (0.833, -6.311, -2.747)  0.107
F (0.305, -7.991, -1.454)  0.088
F (0.944, -5.871, 0.063)  0.143
F (2.376, -7.528, 0.150)  0.082
O (2.902, -4.175, -0.885)  0.046
C (2.620, -3.509, -2.059)  -0.528
C (1.243, -2.838, -2.022)  -0.335
F (0.289, -3.774, -1.807)  0.076
F (1.015, -2.280, -3.231)  0.096
F (2.758, -4.326, -3.132)  0.130
F (3.541, -2.541, -2.191)  0.148
H (3.708, -5.702, 0.074)  0.145
H (3.739, -5.911, -1.663)  0.144
H (2.080, -7.812, -2.343)  0.169
H (1.196, -2.078, -1.241)  0.073
C (-3.077, -1.664, 6.485)  -0.046
C (-4.319, -2.565, 6.562)  -0.439
C (-4.883, -3.133, 5.255)  -0.309
F (-5.303, -2.155, 4.437)  0.107
F (-5.947, -3.916, 5.558)  0.091
F (-5.299, -1.954, 7.260)  0.133
F (-3.929, -3.665, 7.278)  0.092
O (-3.263, -0.263, 6.531)  0.046
C (-3.469, 0.482, 5.392)  -0.541
C (-4.826, 1.197, 5.416)  -0.289
F (-5.832, 0.309, 5.551)  0.099
F (-4.989, 1.862, 4.255)  0.109
F (-3.300, -0.251, 4.283)  0.158
F (-2.528, 1.453, 5.388)  0.139
H (-2.535, -1.884, 7.404)  0.147
H (-2.427, -1.959, 5.660)  0.149
H (-4.133, -3.742, 4.745)  0.174
H (-4.856, 1.902, 6.249)  0.173

Below is C17H24Cl5CsN3OV as an isolated structure, with properties calculated with ωB97M-V/def2-TZVPD.

* Kohn-Sham gap (spin up / spin down): 5.22 / 5.22 eV
* net charge: +2
* DFT total energy: -4166.19292 a.u.

Each line ends with the Löwdin charge.
Positions of all 52 atoms, in Å:
N (1.879, -0.164, -0.112)  -0.097
C (2.891, -0.683, 0.332)  -0.472
O (3.859, -1.261, 0.719)  0.168
Cs (2.044, -0.364, -3.106)  1.139
V (-0.059, 0.003, -0.018)  1.015
N (-0.539, -1.427, -1.164)  -0.140
N (-0.327, 1.606, -1.018)  -0.129
C (-0.408, -2.875, -0.845)  -0.626
C (0.334, 2.935, -1.076)  -0.624
C (0.770, -3.467, -1.626)  -0.039
C (-1.688, -3.636, -1.204)  -0.017
C (-0.159, -3.053, 0.639)  -0.050
C (0.035, 3.608, -2.417)  -0.028
C (-0.219, 3.841, 0.027)  -0.013
C (1.846, 2.819, -0.917)  -0.056
H (0.663, -3.334, -2.714)  0.071
H (0.815, -4.549, -1.455)  0.116
H (1.736, -3.040, -1.308)  0.075
H (-2.563, -3.180, -0.724)  0.106
H (-1.612, -4.673, -0.848)  0.113
H (-1.874, -3.680, -2.283)  0.094
H (0.736, -2.531, 0.984)  0.024
H (-0.020, -4.115, 0.860)  0.119
H (-1.011, -2.705, 1.230)  0.098
H (0.320, 2.972, -3.268)  0.092
H (0.589, 4.549, -2.503)  0.113
H (-1.028, 3.855, -2.522)  0.096
H (-1.303, 3.970, -0.060)  0.088
H (0.234, 4.837, -0.045)  0.112
H (-0.003, 3.445, 1.030)  0.101
H (2.161, 2.294, -0.008)  0.075
H (2.278, 3.829, -0.877)  0.112
H (2.331, 2.331, -1.777)  0.041
C (-1.726, 1.646, -1.452)  -0.172
H (-2.243, 0.723, -1.163)  0.026
H (-2.291, 2.477, -0.995)  0.095
H (-1.815, 1.762, -2.548)  0.110
C (-1.010, -1.176, -2.562)  -0.183
H (-2.105, -1.318, -2.641)  0.118
H (-0.808, -0.136, -2.885)  0.024
H (-0.534, -1.857, -3.306)  0.073
Cl (1.679, -1.245, 2.983)  0.795
C (0.172, -0.476, 3.290)  -0.667
C (-0.615, -0.025, 2.225)  -0.204
C (-1.889, 0.437, 2.529)  -0.679
Cl (-3.012, 0.727, 1.239)  0.766
C (-2.354, 0.605, 3.862)  -0.690
Cl (-3.889, 1.287, 4.173)  0.749
C (-1.528, 0.191, 4.934)  -0.687
Cl (-2.063, 0.339, 6.541)  0.776
C (-0.256, -0.358, 4.643)  -0.683
Cl (0.754, -0.880, 5.918)  0.753

Below is a 4-piece molecular cluster, C3H13NO3 overall, with properties calculated with ωB97M-V/def2-TZVPD.

* Kohn-Sham gap: 10.89 eV
* SMILES string: C=NCC.O.O.O
* net charge: 0
* DFT total energy: -402.49517 a.u.

Each line ends with the Löwdin charge.
Positions of all 20 atoms, in Å:
C (0.640, 0.266, 1.668)  -0.091
C (1.263, -1.026, 1.173)  -0.319
C (-0.543, -2.359, 0.554)  -0.050
N (0.444, -1.636, 0.121)  -0.099
H (-0.469, 0.052, 1.601)  0.094
H (1.062, 0.640, 2.565)  0.058
H (0.912, 1.050, 0.908)  0.072
H (1.327, -1.805, 1.984)  0.110
H (2.256, -0.699, 0.618)  0.138
H (-0.713, -2.336, 1.762)  0.114
H (-1.310, -3.133, 0.040)  0.115
H (-2.324, 2.289, -0.930)  -0.010
H (-3.807, 2.389, -1.084)  0.052
O (-3.086, 2.778, -0.508)  -0.126
H (1.400, -0.816, -1.248)  -0.023
H (1.901, -0.925, -2.608)  0.010
O (1.809, -0.266, -1.953)  -0.076
H (0.186, 1.504, -0.996)  0.040
H (-0.282, 2.285, -2.209)  0.088
O (-0.666, 1.747, -1.459)  -0.094

Below is a 2-piece molecular cluster, C4H12O3 overall, with properties calculated with ωB97M-V/def2-TZVPD.

* Kohn-Sham gap: 11.08 eV
* SMILES string: CCOCOC.O
* net charge: 0
* DFT total energy: -385.27943 a.u.

Each line ends with the Löwdin charge.
Positions of all 19 atoms, in Å:
O (-0.136, -1.416, -0.063)  -0.177
O (2.083, -1.780, -0.885)  -0.155
C (0.000, 0.000, 0.000)  -0.101
C (1.125, -2.136, 0.055)  -0.252
C (2.165, -1.204, -3.351)  -0.066
C (1.682, -2.194, -2.228)  -0.219
H (0.607, 0.332, 0.859)  0.093
H (-1.023, 0.394, 0.119)  0.090
H (0.435, 0.421, -0.922)  0.081
H (1.520, -2.030, 1.083)  0.141
H (0.926, -3.210, -0.121)  0.134
H (1.794, -0.170, -3.248)  0.072
H (1.836, -1.599, -4.327)  0.074
H (3.267, -1.185, -3.332)  0.067
H (0.580, -2.258, -2.311)  0.118
H (2.091, -3.212, -2.379)  0.120
O (4.197, 0.500, -0.428)  -0.091
H (4.030, -0.437, -0.677)  0.024
H (4.443, 0.941, -1.272)  0.044